A structure of composition C32H30CaCl4N10O2S4. Source: OMol25; level of theory: ωB97M-V/def2-TZVPD.

Summary:
frontier orbital gap	6.35	eV
relative energy (zero: lowest compared OMol25 entry of this formula, charge and spin)	0.0	kcal/mol
LUMO	-0.597	eV
calculated total energy	-164542.88140	eV

Geometry as ORCA input:
```
! RIJCOSX wB97M-V def2-TZVPD def2/J DEFGRID3
* xyz 0 1
Ca -0.1189 -0.8342 0.6716
N -3.7092 1.8162 2.2657
C -2.5575 1.1609 2.0796
N -1.9550 1.0043 0.9448
C -2.5546 1.5126 -0.1940
N -2.1034 1.2826 -1.3828
N -0.9712 0.4877 -1.3829
C -0.4751 0.2946 -2.5373
C 0.7468 -0.5035 -2.7070
C 1.2314 -0.7409 -3.9857
C 2.3913 -1.4846 -4.1316
C 3.0228 -1.9509 -2.9923
C 2.4657 -1.6641 -1.7511
N 1.3478 -0.9625 -1.6014
C -3.7581 2.3440 -0.0528
C -4.3453 3.0171 -1.1273
C -5.5018 3.7441 -0.9459
C -6.0954 3.8086 0.3162
C -5.5244 3.1653 1.3930
C -4.3499 2.4409 1.2044
H -4.1642 1.7489 3.1652
H -2.1053 0.7364 2.9640
H -0.9444 0.7314 -3.4183
H 0.7010 -0.3501 -4.8439
H 2.7937 -1.6913 -5.1146
H 3.9369 -2.5255 -3.0495
H 2.9148 -2.0208 -0.8308
H -3.8698 2.9468 -2.0960
H -5.9545 4.2593 -1.7819
H -7.0077 4.3737 0.4549
H -5.9688 3.2234 2.3795
Cl 2.7311 0.5170 0.9121
C 3.4769 -0.3582 2.2299
C 4.4174 0.3338 2.9707
C 5.0208 -0.2819 4.0527
C 4.6693 -1.5841 4.3698
C 3.7324 -2.2558 3.6048
Cl 3.3552 -3.8857 4.0728
C 3.0853 -1.6805 2.4934
S 1.9237 -2.5679 1.5501
H 4.6630 1.3515 2.6987
H 5.7574 0.2459 4.6429
H 5.1209 -2.0919 5.2108
Cl -4.3302 -1.2229 -0.0915
C -5.1627 -0.4685 -1.4489
Cl -6.6805 0.3124 -0.9603
H -5.3990 -1.2385 -2.1729
H -4.5071 0.2897 -1.8654
N -6.6708 1.4223 5.0214
C -5.6740 0.5373 4.6333
C -5.8907 -0.3740 3.5995
C -4.9146 -1.2969 3.2608
C -3.7097 -1.3283 3.9466
C -3.4864 -0.4336 4.9895
C -4.4512 0.5024 5.3181
S -2.4348 -2.4579 3.4465
O -1.9625 -3.1124 4.6426
O -3.0356 -3.2625 2.4028
N -1.3094 -1.5558 2.7846
C -0.3824 -0.9377 3.5626
S 0.2181 -1.4386 5.1193
C 1.2869 -0.0805 5.1129
C 1.1502 0.6173 3.9683
N 0.2116 0.1352 3.0831
H -7.4263 1.5764 4.3762
H -6.3908 2.2373 5.5391
H -6.8303 -0.3656 3.0592
H -5.0892 -2.0054 2.4673
H -2.5555 -0.4698 5.5417
H -4.2795 1.1903 6.1380
H 1.9543 0.1144 5.9356
H 1.7130 1.4995 3.7021
C 1.4803 -5.8074 0.1820
N 0.6744 -4.8372 -0.5348
C -0.4430 -4.2900 -0.0503
N -0.9342 -4.7509 1.0949
S -1.2266 -3.0301 -0.9090
H 2.3122 -6.0993 -0.4532
H 0.8923 -6.7001 0.4043
H 1.8833 -5.3760 1.1025
H 1.0529 -4.3783 -1.3452
H -0.3609 -5.3037 1.7118
H -1.7291 -4.2603 1.5028
*
```